97
Properties=species:S:1:pos:R:3:forces:R:3:lowdin_spin:R:1 method="wB97M-V/def2-TZVPD" s2=2.0345 relative_energy_ev=2.182 multiplicity=3 lumo_energy_ha="-0.0766 / -0.0988" gap_ev="5.0 / 4.4"
W -0.645 -0.418 -0.048 -2.11 0.40 -1.26 1.4993
N -2.159 3.333 1.990 0.04 -0.01 -0.05 -0.0105
C -1.623 2.167 1.618 0.09 -0.20 0.13 -0.0085
S -2.593 1.041 0.753 0.41 -0.10 -0.15 -0.0018
N -0.383 1.927 2.000 -0.20 0.06 0.01 -0.0171
N 0.085 0.731 1.563 0.00 0.52 0.80 -0.0139
C 1.120 0.321 2.222 0.18 -0.09 -0.12 0.0922
C 1.708 -0.935 1.846 0.02 0.37 -0.10 0.0210
C 2.752 -1.483 2.575 0.17 0.01 0.13 0.0124
C 3.189 -2.760 2.288 -0.01 0.09 -0.02 0.0211
C 2.544 -3.446 1.272 -0.01 -0.01 -0.01 0.0130
C 1.555 -2.810 0.550 -0.01 -0.11 -0.06 0.0200
N 1.138 -1.554 0.784 0.12 -0.16 0.25 0.0245
H -3.062 3.598 1.639 0.00 0.05 0.02 -0.0003
H -1.568 4.016 2.432 -0.05 0.01 0.04 -0.0003
H 1.471 0.920 3.051 0.13 -0.03 -0.02 0.0036
H 3.190 -0.892 3.368 -0.02 -0.06 0.02 -0.0001
H 4.001 -3.216 2.840 -0.03 0.02 0.04 0.0008
H 2.796 -4.468 1.028 0.03 0.03 -0.06 0.0002
H 1.084 -3.353 -0.247 -0.06 0.01 -0.01 0.0006
S -2.270 -0.397 -1.967 0.24 -0.08 0.26 0.0641
C -2.439 1.245 -2.543 -0.16 0.04 0.08 0.0140
C -3.448 1.558 -3.455 0.00 0.00 0.04 0.0037
C -3.570 2.849 -3.936 0.01 -0.01 0.00 0.0068
C -2.686 3.837 -3.507 0.02 -0.01 -0.01 0.0064
C -1.676 3.525 -2.616 0.03 -0.05 -0.01 0.0049
C -1.536 2.219 -2.138 0.02 0.06 -0.02 0.0149
S -0.186 1.812 -1.112 0.64 -0.38 -0.03 0.0895
H -4.129 0.781 -3.779 -0.03 0.03 0.03 -0.0003
H -4.357 3.090 -4.638 0.00 0.00 0.00 0.0004
H -2.782 4.849 -3.878 -0.01 0.00 0.01 0.0003
H -0.975 4.283 -2.286 -0.02 0.00 -0.01 -0.0002
C 4.756 -0.328 -3.859 0.06 0.04 0.11 0.0012
C 4.078 -0.518 -2.492 -0.19 -0.05 -0.14 0.0047
C 4.052 -2.000 -2.115 0.10 0.07 0.05 0.0010
P 2.421 0.332 -2.149 0.83 -0.07 -0.34 0.0298
C 3.143 1.972 -1.584 -0.02 -0.04 0.18 0.0043
C 4.306 2.600 -2.360 -0.08 0.06 0.04 0.0014
C 3.569 1.799 -0.115 -0.13 0.02 -0.04 0.0010
C 1.548 0.657 -3.785 0.00 0.10 -0.02 0.0033
C 1.821 2.013 -4.435 -0.10 -0.03 0.01 0.0012
C 1.628 -0.455 -4.835 0.06 0.02 0.07 0.0003
H 5.841 -0.273 -3.740 0.00 -0.03 -0.02 0.0003
H 4.435 0.578 -4.369 0.03 0.00 -0.02 0.0002
H 4.554 -1.176 -4.515 -0.01 0.02 -0.01 0.0000
H 4.703 -0.037 -1.735 0.03 0.01 -0.02 0.0000
H 3.420 -2.591 -2.781 -0.01 0.01 0.00 0.0000
H 3.697 -2.139 -1.093 -0.04 -0.02 0.00 0.0005
H 5.062 -2.417 -2.174 -0.03 -0.05 -0.02 0.0000
H 2.304 2.665 -1.594 -0.05 0.00 -0.01 0.0016
H 5.088 1.883 -2.604 0.02 0.03 0.04 0.0000
H 4.765 3.367 -1.730 -0.01 0.03 -0.04 0.0002
H 3.984 3.087 -3.278 0.02 -0.07 -0.04 0.0000
H 4.575 1.378 -0.038 -0.02 -0.02 0.01 0.0001
H 2.885 1.144 0.427 -0.02 0.02 0.03 0.0006
H 3.571 2.768 0.389 0.09 -0.01 -0.01 0.0000
H 0.505 0.674 -3.456 -0.03 0.07 0.04 0.0002
H 2.809 2.057 -4.895 0.00 0.02 0.01 0.0000
H 1.726 2.827 -3.717 0.02 0.01 -0.03 0.0005
H 1.080 2.188 -5.220 0.03 -0.01 -0.02 0.0001
H 2.645 -0.684 -5.146 -0.02 0.00 -0.01 0.0000
H 1.084 -0.127 -5.723 -0.03 -0.05 0.00 0.0000
H 1.141 -1.369 -4.495 -0.02 0.00 0.01 0.0001
N 1.379 -3.954 -3.932 0.01 -0.06 0.14 -0.0005
C 0.387 -3.731 -3.027 0.02 -0.04 -0.05 0.0006
C 0.357 -2.574 -2.229 0.03 0.22 -0.12 0.0103
N -0.619 -2.357 -1.353 0.24 -0.24 -0.05 0.0120
C -1.575 -3.294 -1.266 -0.02 -0.06 0.14 0.0019
C -1.496 -4.454 -2.013 0.02 -0.01 -0.06 -0.0010
N -0.530 -4.686 -2.889 -0.03 0.00 0.03 0.0018
H 1.950 -3.198 -4.263 -0.03 0.01 -0.03 0.0000
H 1.261 -4.755 -4.530 0.00 0.02 -0.04 0.0000
H 1.134 -1.824 -2.283 0.02 0.03 0.00 0.0029
H -2.409 -3.134 -0.611 0.03 -0.01 0.05 0.0002
H -2.243 -5.228 -1.886 -0.03 0.04 -0.03 -0.0001
O -8.883 -4.868 5.141 0.03 0.01 0.00 0.0000
S -8.109 -4.610 3.950 -0.09 -0.02 -0.08 0.0000
O -8.263 -3.287 3.380 0.03 -0.03 0.02 0.0000
O -8.063 -5.695 2.982 0.00 0.04 0.02 -0.0001
C -6.374 -4.634 4.503 0.19 -0.13 0.02 -0.0005
N -6.038 -5.339 5.593 0.01 0.22 -0.21 0.0025
C -4.747 -5.396 5.885 -0.13 0.00 -0.02 -0.0002
C -3.772 -4.772 5.119 0.26 -0.05 0.11 0.0024
C -4.223 -4.064 4.021 0.02 0.09 -0.12 0.0004
N -5.507 -4.000 3.710 -0.24 -0.07 0.15 0.0020
C -3.332 -3.295 3.107 -0.11 -0.01 0.07 0.0115
C -1.973 -3.118 3.313 0.07 -0.02 0.05 -0.0015
C -1.238 -2.351 2.434 0.12 -0.06 0.00 0.0147
N -1.747 -1.774 1.336 -0.26 -0.44 0.31 0.0137
C -3.078 -1.940 1.150 -0.06 0.06 0.04 0.0136
C -3.883 -2.668 1.991 -0.06 -0.04 -0.04 -0.0026
H -4.482 -5.961 6.773 0.04 -0.01 -0.03 -0.0001
H -2.724 -4.849 5.376 -0.04 0.00 0.05 0.0001
H -1.468 -3.563 4.159 0.01 0.06 0.02 -0.0003
H -0.191 -2.190 2.639 0.02 -0.04 -0.03 0.0010
H -3.506 -1.462 0.279 0.03 0.02 -0.02 0.0021
H -4.946 -2.764 1.807 0.01 0.02 -0.01 -0.0003

91
Properties=species:S:1:pos:R:3:forces:R:3:mulliken_charge:R:1 method="wB97M-V/def2-TZVPD" total_charge=+3 relative_energy_ev=1.040 lumo_energy_ha=-0.3137 gap_ev=8.0
Al 0.238 -1.408 -0.130 -0.69 0.08 0.53 -0.5078
Br -6.091 -3.295 0.153 0.26 0.10 -0.02 -0.0353
C -4.315 -2.731 -0.010 -0.09 0.01 -0.05 -0.3889
C -3.935 -1.858 -1.027 -0.18 -0.09 0.04 -0.6103
C -2.617 -1.465 -1.092 0.13 0.08 -0.03 -0.6541
N -1.691 -1.903 -0.232 0.11 -0.07 0.00 0.5345
C -2.039 -2.775 0.731 -0.19 0.07 -0.07 0.6054
C -3.351 -3.189 0.883 0.00 -0.04 0.04 -0.8351
C -0.928 -3.253 1.588 0.07 -0.18 0.22 1.0338
C -1.083 -4.290 2.489 0.00 0.01 0.03 -1.1572
C 0.005 -4.713 3.248 -0.02 -0.04 0.02 -0.3072
Br -0.193 -6.115 4.462 0.07 0.21 -0.16 -0.0256
C 1.232 -4.076 3.072 -0.08 -0.15 0.13 -1.0548
C 1.314 -3.062 2.148 0.12 0.14 -0.04 0.0084
N 0.270 -2.648 1.414 -0.20 0.16 -0.21 0.8872
H -4.658 -1.500 -1.746 0.04 0.02 -0.01 0.5549
H -2.273 -0.774 -1.852 -0.08 0.00 -0.03 0.6043
H -3.645 -3.855 1.680 0.03 -0.03 0.00 0.5706
H -2.031 -4.792 2.606 -0.03 0.02 -0.01 0.5386
H 2.098 -4.374 3.645 0.02 0.03 -0.03 0.5029
H 2.254 -2.549 1.984 0.01 -0.01 -0.02 0.6094
O 1.731 -0.546 -0.547 0.85 -0.07 -0.16 0.2755
S 2.686 0.657 -0.810 -0.09 -0.11 0.37 0.0557
C 4.184 -0.071 -1.584 -0.10 -0.05 -0.10 -0.8764
C 4.348 -1.560 -1.331 -0.18 -0.07 -0.01 -0.9413
C 3.395 -2.389 -2.210 0.10 0.07 0.07 -0.4345
C 2.935 -3.671 -1.525 -0.17 0.07 -0.11 -0.7294
S 1.181 -4.012 -1.856 0.34 0.40 0.09 -0.0591
O 0.521 -2.698 -1.352 0.07 -0.39 -0.83 -0.1261
C 1.162 -3.936 -3.635 -0.13 -0.18 0.20 0.8884
C 1.638 -5.083 -4.261 0.02 -0.03 0.06 -0.6281
C 1.637 -5.133 -5.645 0.01 0.01 -0.01 -0.6964
C 1.144 -4.059 -6.377 0.01 -0.03 0.01 -0.5204
C 0.660 -2.929 -5.731 -0.01 0.01 -0.01 -0.7561
C 0.662 -2.861 -4.345 0.00 0.16 0.11 -0.0648
C 3.336 1.114 0.789 -0.02 0.07 -0.16 0.8922
C 2.987 0.462 1.957 -0.04 -0.08 -0.06 0.2820
C 3.529 0.906 3.154 0.03 0.01 0.06 -0.8236
C 4.391 1.994 3.171 -0.03 0.00 0.00 -0.6120
C 4.710 2.656 1.991 0.02 0.03 -0.02 -0.7625
C 4.176 2.223 0.789 -0.03 -0.03 -0.10 -0.7942
H 5.012 0.504 -1.170 -0.08 0.11 0.02 0.6400
H 4.102 0.153 -2.649 -0.02 0.01 0.02 0.5346
H 4.183 -1.767 -0.270 0.04 0.00 0.00 0.2549
H 5.384 -1.821 -1.545 0.02 0.02 0.07 0.5962
H 3.866 -2.621 -3.164 0.00 -0.01 0.00 0.6097
H 2.517 -1.785 -2.435 0.01 -0.01 -0.07 0.0912
H 2.959 -3.581 -0.436 0.05 -0.11 0.02 0.3408
H 3.507 -4.554 -1.813 -0.08 -0.07 0.03 0.7155
H 2.001 -5.927 -3.683 -0.03 -0.01 -0.03 0.4295
H 2.009 -6.015 -6.147 -0.01 0.01 -0.02 0.4342
H 1.126 -4.110 -7.457 0.02 0.01 0.00 0.4253
H 0.275 -2.099 -6.307 -0.01 -0.01 0.00 0.4392
H 0.279 -1.987 -3.832 0.00 -0.03 -0.01 0.3231
H 2.278 -0.352 1.939 0.05 -0.02 0.04 -0.1136
H 3.276 0.407 4.080 -0.03 0.00 -0.01 0.5028
H 4.806 2.339 4.108 0.01 -0.02 0.00 0.4552
H 5.369 3.514 2.006 0.00 -0.01 0.01 0.4739
H 4.406 2.742 -0.136 0.04 0.04 0.05 0.5246
C -5.124 5.219 0.113 -0.10 -0.12 0.04 -1.0022
C -5.701 3.949 0.738 0.16 0.07 0.02 -0.6383
C -4.630 2.983 1.251 -0.09 0.05 -0.08 0.1199
C -3.867 2.329 0.102 -0.15 0.18 0.19 -1.2911
N -2.801 1.431 0.557 -0.20 -0.13 -0.23 0.1368
C -1.510 1.715 0.653 0.07 -0.05 0.19 0.1789
S -0.403 0.492 1.239 0.08 0.11 0.20 -0.0369
N -1.086 2.942 0.418 -0.08 0.08 -0.06 0.1163
C 0.282 3.446 0.538 0.20 0.13 0.26 0.3211
C 0.607 3.987 1.934 -0.14 0.14 -0.13 -0.1108
C 0.012 5.362 2.249 -0.09 -0.15 0.04 -0.8796
C -1.517 5.392 2.353 0.19 0.02 -0.02 -0.9365
H -5.926 5.925 -0.097 0.05 0.04 -0.05 0.3948
H -4.613 5.022 -0.832 0.03 0.04 0.00 0.2873
H -4.427 5.706 0.798 0.00 0.02 -0.02 0.1940
H -6.339 3.436 0.013 -0.06 0.00 0.06 0.3355
H -6.334 4.226 1.581 -0.05 -0.04 -0.02 0.3504
H -5.102 2.202 1.854 0.07 -0.02 0.02 0.3830
H -3.936 3.524 1.901 0.03 -0.05 0.01 0.0037
H -3.438 3.084 -0.557 0.00 -0.09 -0.10 0.3489
H -4.558 1.734 -0.499 0.06 0.01 -0.05 0.3960
H -3.098 0.559 0.963 0.13 -0.09 0.00 0.3190
H -1.793 3.663 0.357 -0.05 -0.04 -0.05 0.0423
H 0.402 4.236 -0.205 -0.02 -0.06 -0.06 0.5279
H 0.959 2.633 0.294 -0.02 -0.04 -0.09 -0.7556
H 1.696 4.053 2.009 0.00 -0.06 0.00 0.2596
H 0.269 3.259 2.678 0.08 -0.04 0.03 0.1956
H 0.338 6.087 1.499 0.07 0.01 0.03 0.3798
H 0.437 5.686 3.200 -0.02 0.04 0.00 0.3604
H -1.994 5.446 1.369 -0.04 -0.02 0.02 0.1971
H -1.841 6.276 2.899 -0.06 0.00 -0.04 0.4756
H -1.894 4.516 2.887 -0.03 0.02 0.02 0.2077

Asked for calculated total energy across the records above, the calculation gives -112491.66694, -226233.81184 eV in order.